--- A ---
Computed, not measured: a 15-piece molecular cluster, H30O15 overall, with ωB97M-V/def2-TZVPD.

Last column: natural (NBO) charge in e.
Element x y z (Å)
O  0.2602  2.0562  -4.6593  -0.951
H  0.1857  2.6994  -3.9544  0.478
H  0.5244  2.5677  -5.4240  0.463
O  0.5205  3.9072  -2.5508  -0.951
H  1.3866  4.0844  -2.9179  0.485
H  0.2864  4.7121  -2.0888  0.476
O  2.2110  -0.2028  2.8784  -0.961
H  2.4501  -0.0486  3.7923  0.489
H  1.9243  0.6523  2.5577  0.499
O  -1.8118  3.5168  -0.3840  -0.941
H  -1.9164  4.2167  0.2605  0.478
H  -0.9176  3.6214  -0.7090  0.477
O  -5.2161  0.0615  -1.2450  -0.967
H  -5.2064  -0.7633  -0.7594  0.460
H  -4.2972  0.3263  -1.2866  0.491
O  -4.3085  0.1208  2.7843  -0.936
H  -3.7461  0.4525  3.4842  0.465
H  -4.3254  0.8249  2.1360  0.471
O  4.0251  -3.4744  2.0517  -0.951
H  4.6594  -2.8788  1.6528  0.479
H  4.5591  -4.1067  2.5326  0.490
O  -2.6159  0.9236  -0.9305  -0.998
H  -1.9386  0.3630  -0.5521  0.504
H  -2.4105  1.8004  -0.6061  0.498
O  -1.9994  0.0404  -3.6115  -0.961
H  -2.2482  0.2773  -2.7181  0.480
H  -1.0629  0.2325  -3.6587  0.468
O  2.0891  -2.0147  1.0114  -1.031
H  2.1668  -1.3607  1.7060  0.497
H  2.6261  -2.7482  1.3114  0.501
O  -1.7217  -2.2263  4.6976  -0.941
H  -2.1386  -2.7265  3.9961  0.475
H  -0.8427  -2.0383  4.3687  0.465
O  1.8291  2.2438  1.0180  -0.957
H  2.6885  2.4032  0.6279  0.485
H  1.4874  3.1168  1.2109  0.477
O  -0.3570  -0.4336  0.2571  -0.970
H  0.2011  0.3359  0.3698  0.474
H  0.1901  -1.1693  0.5321  0.500
O  3.1340  -2.5773  -2.3653  -0.943
H  2.8485  -2.0635  -1.6099  0.475
H  3.6999  -3.2546  -1.9948  0.468
O  1.1028  -4.1996  -0.3187  -0.963
H  0.8952  -3.8173  -1.1714  0.474
H  1.1297  -3.4525  0.2790  0.477

## Properties
- HOMO-LUMO gap: 8.875 eV
- Charge: 0
- Highest occupied orbital energy: -0.3598 hartree
- 2S+1: 1

***

--- B ---
Computed, not measured: a 15-piece molecular cluster, H30O15 overall, with ωB97M-V/def2-TZVPD.

Last column: natural (NBO) charge in e.
Element x y z (Å)
O  -2.7032  2.9176  0.8885  -0.951
H  -3.1072  2.9679  1.9235  0.471
H  -1.8602  3.3761  0.9894  0.483
O  2.3240  3.2966  1.6839  -0.965
H  2.5224  3.2821  2.7216  0.467
H  1.7964  2.5595  1.5519  0.481
O  -3.0846  -3.6669  -0.8466  -0.919
H  -2.6110  -3.3460  -1.4809  0.458
H  -3.6218  -2.9611  -0.4417  0.463
O  3.0847  -0.0991  0.2006  -0.934
H  3.5627  -0.9273  0.1465  0.486
H  3.5584  0.5520  0.3805  0.454
O  2.7201  -0.9329  -3.0620  -0.984
H  2.0761  -1.6075  -3.5049  0.500
H  2.7611  -0.0332  -3.3561  0.483
O  0.2718  -3.1478  -0.4339  -0.965
H  0.2537  -4.1620  -0.6062  0.491
H  -0.3617  -2.8185  0.1010  0.475
O  2.6083  2.3674  -1.7532  -0.997
H  2.7008  3.2961  -1.2117  0.517
H  2.9436  2.4020  -2.6847  0.485
O  -0.0563  1.5823  -2.1655  -0.947
H  0.7096  1.2182  -1.9829  0.459
H  -0.6446  0.8324  -1.9081  0.499
O  -0.1213  -1.9379  2.7404  -0.945
H  -0.1766  -2.5354  3.3299  0.472
H  0.5542  -1.9351  2.1199  0.493
O  -2.8405  -1.8481  2.8442  -0.944
H  -2.8628  -0.9572  2.4271  0.448
H  -1.8978  -1.6836  2.9946  0.480
O  0.9515  1.0497  -4.3280  -0.940
H  0.2494  1.5523  -3.9659  0.491
H  1.5702  1.7146  -4.3032  0.435
O  -4.5456  -0.8324  0.2383  -0.916
H  -4.8312  -0.3537  0.8694  0.460
H  -3.8486  -1.4130  0.5973  0.469
O  -2.0655  -0.0153  -0.5853  -0.995
H  -2.9217  -0.3837  -0.5217  0.475
H  -2.1393  0.8980  -0.1384  0.505
O  0.7761  1.4566  0.3872  -0.959
H  1.1523  1.7474  -0.3792  0.480
H  1.1811  0.6439  0.5732  0.485
O  2.3415  -0.6099  3.5391  -0.939
H  2.0716  -1.5309  3.1840  0.461
H  1.5596  0.0259  3.2282  0.476

## Properties
- HOMO-LUMO gap: 10.228 eV
- Charge: 0
- Highest occupied orbital energy: -0.3794 hartree
- 2S+1: 1

***

--- C ---
Computed, not measured: a 14-piece molecular cluster, H30O15 overall, with ωB97M-V/def2-TZVPD.

Last column: natural (NBO) charge in e.
Element x y z (Å)
H  -1.2133  0.3125  -0.4281  0.424
H  0.2103  -0.2977  -0.3675  0.497
H  4.2516  -0.6220  -1.7020  0.478
H  4.1209  1.0502  -1.6925  0.489
H  -3.6416  2.7113  1.3001  0.474
H  -2.2389  2.0350  1.2883  0.473
H  -0.0298  1.1533  -3.2838  0.475
H  -0.9691  0.0604  -2.9973  0.469
H  0.7102  -1.7447  -4.7211  0.475
H  0.9387  -2.9548  -3.8151  0.460
H  -3.3779  -2.4025  -0.7595  0.455
H  -3.0130  -3.5238  0.1383  0.494
H  -0.6614  2.6879  3.7772  0.477
H  0.4626  2.5899  4.7636  0.458
H  -0.3718  -3.1330  2.4965  0.482
H  0.8895  -3.6500  1.6921  0.479
H  1.4205  0.8350  4.1107  0.465
H  1.2004  0.7103  2.6076  0.478
H  -5.5747  0.6916  -1.3076  0.487
H  -4.6130  0.1838  -2.5098  0.466
H  3.0929  3.8429  0.6603  0.481
H  2.2131  2.7338  -0.1698  0.476
H  1.0835  -1.0474  -1.6511  0.473
H  1.6386  -2.3231  -1.2704  0.468
H  -1.7110  -0.7263  0.7809  0.460
H  -1.2336  -1.7801  -0.2664  0.467
H  2.7033  -2.3989  3.5376  0.472
H  2.8146  -1.3494  2.4694  0.460
H  1.0208  3.2334  -1.2436  0.464
H  0.5635  2.7597  -2.5420  0.429
O  -0.4774  0.1357  0.1899  -0.951
O  3.6422  0.1469  -1.7617  -0.965
O  -3.0974  1.9863  1.6433  -0.951
O  -0.0751  0.3090  -2.8212  -0.949
O  0.4555  -2.7086  -4.6287  -0.934
O  -2.6492  -2.6219  -0.1872  -0.943
O  -0.4824  2.6896  4.7910  -0.934
O  0.1279  -3.8596  2.3006  -0.962
O  0.7414  1.0395  3.4770  -0.944
O  -5.2724  0.7892  -2.2563  -0.953
O  2.4694  3.7285  -0.1000  -0.958
O  1.4970  -1.4261  -0.9343  -0.924
O  -1.0073  -1.3470  0.6019  -0.901
O  2.1319  -1.8241  2.9488  -0.931
O  1.3101  3.3254  -2.1578  -0.906

## Properties
- HOMO-LUMO gap: 4.984 eV
- Charge: 0
- Highest occupied orbital energy: -0.2064 hartree
- 2S+1: 1

***

--- D ---
Computed, not measured: a 15-piece molecular cluster, H30O15 overall, with ωB97M-V/def2-TZVPD.

Last column: natural (NBO) charge in e.
Element x y z (Å)
O  1.6727  1.2995  -3.5901  -0.938
H  2.5327  1.4189  -3.9753  0.490
H  1.0244  1.4964  -4.2742  0.476
O  -1.5560  1.1413  -2.3922  -0.975
H  -0.7448  0.8194  -1.9915  0.485
H  -1.9805  0.4975  -2.9606  0.491
O  -2.8029  -0.6490  2.8418  -1.035
H  -1.9397  -0.3241  3.1930  0.479
H  -2.8772  -0.0458  2.0488  0.482
O  2.3262  -2.3949  -1.2308  -0.979
H  2.8693  -2.4676  -2.0195  0.470
H  1.4631  -2.1308  -1.5742  0.503
O  -0.4267  -4.3273  -0.3218  -0.942
H  -0.0596  -3.6476  0.2622  0.471
H  -0.3914  -5.0062  0.3700  0.471
O  -1.8692  -3.2950  2.5661  -0.961
H  -1.0219  -2.8657  2.7467  0.451
H  -2.4191  -2.6312  3.0276  0.504
O  -1.3626  3.9135  1.8275  -0.924
H  -1.5248  3.0750  2.2751  0.461
H  -2.2625  4.2642  1.8688  0.463
O  1.3505  2.4270  -0.4820  -0.960
H  0.5816  1.9066  -0.7062  0.441
H  1.3457  3.2077  -1.0838  0.496
O  0.1652  4.4550  -1.3071  -0.951
H  -0.6908  4.3967  -0.8800  0.497
H  0.0827  4.4135  -2.2633  0.477
O  0.9428  -1.2798  -3.2514  -0.994
H  0.9693  -1.9710  -3.8870  0.477
H  1.0550  -0.3871  -3.5977  0.498
O  2.6260  -0.2911  2.6963  -0.970
H  2.5038  0.5941  2.3561  0.489
H  2.2615  -1.0314  2.2136  0.484
O  -1.2335  -1.8258  -0.4552  -0.990
H  -1.5450  -1.9926  0.4460  0.491
H  -1.4645  -2.6046  -0.9687  0.495
O  -2.5870  0.9085  0.9018  -0.954
H  -3.2225  1.5973  0.7085  0.490
H  -2.0116  0.8742  0.1187  0.512
O  4.2234  -1.2590  0.2997  -0.947
H  3.4523  -0.7499  0.4964  0.463
H  3.9083  -2.1415  0.0941  0.480
O  -0.7155  0.7450  3.4840  -0.955
H  -0.8590  1.2327  2.6702  0.482
H  0.2115  0.6352  3.6995  0.505

## Properties
- HOMO-LUMO gap: 9.895 eV
- Charge: 0
- Highest occupied orbital energy: -0.3758 hartree
- 2S+1: 1

***

Computed energies relative to the best structure, in hartree: A 0.0000; B 0.2158; C 0.3758; D 0.0456

***

--- A ---
Computed, not measured: a 15-piece molecular cluster, H30O15 overall, with ωB97M-V/def2-TZVPD.

Last column: natural (NBO) charge in e.
Element x y z (Å)
O  -1.4193  -1.0084  1.3921  -0.962
H  -1.4636  -0.2393  0.7955  0.463
H  -2.1990  -1.4344  0.9894  0.482
O  4.9924  0.4448  0.1475  -0.966
H  4.3820  -0.2780  0.0050  0.493
H  4.6828  1.3205  -0.0806  0.473
O  -1.5185  2.5362  -0.7521  -0.964
H  -1.8817  2.3160  -1.6215  0.483
H  -2.2102  3.0556  -0.3235  0.491
O  1.8112  -2.1022  -0.3553  -0.920
H  0.8724  -1.9584  -0.5784  0.457
H  1.5746  -3.0306  -0.1922  0.463
O  2.8645  0.9511  -2.5322  -0.953
H  3.3019  1.8086  -2.6071  0.488
H  2.4419  1.1610  -1.6884  0.481
O  -2.5309  -0.6070  -4.2949  -0.926
H  -1.9905  -1.3370  -4.6192  0.476
H  -2.0234  -0.3308  -3.5281  0.452
O  0.9734  2.8261  -1.9773  -0.979
H  1.0278  1.9411  -2.3358  0.467
H  0.3133  2.8687  -1.2725  0.499
O  -0.9032  -3.9640  0.7765  -0.930
H  -1.7545  -3.4587  0.6042  0.445
H  -0.6501  -3.2469  1.3843  0.482
O  -4.0541  1.1930  0.5780  -0.932
H  -3.3537  0.9163  1.2021  0.456
H  -4.2097  0.3476  0.1244  0.475
O  0.1182  -1.2764  4.3036  -0.950
H  -0.3545  -0.4456  4.2398  0.471
H  0.6199  -1.4230  3.4862  0.479
O  -2.8089  -2.1346  -0.6995  -0.951
H  -2.3208  -1.4772  -1.2202  0.479
H  -2.2976  -2.9664  -0.8725  0.490
O  1.5520  -1.1658  -3.6889  -0.975
H  2.3068  -1.7366  -3.8930  0.469
H  2.0008  -0.3424  -3.4628  0.491
O  0.6650  1.7394  2.4284  -0.992
H  0.1718  0.9332  2.2123  0.504
H  0.4756  2.2623  3.2045  0.498
O  -1.8741  2.6386  2.8371  -1.015
H  -1.3916  3.2859  2.3385  0.514
H  -2.6585  2.1235  2.6690  0.503
O  2.3501  -0.1542  1.8415  -0.988
H  2.8159  -0.8975  2.2174  0.481
H  2.2255  0.6146  2.3552  0.498

## Properties
- HOMO-LUMO gap: 10.025 eV
- Charge: 0
- Highest occupied orbital energy: -0.3956 hartree
- 2S+1: 1

***

--- B ---
Computed, not measured: a 15-piece molecular cluster, H30O15 overall, with ωB97M-V/def2-TZVPD.

Last column: natural (NBO) charge in e.
Element x y z (Å)
H  -1.1502  0.0280  0.9643  0.504
H  -0.0965  -0.4706  -0.0652  0.486
H  -0.1274  0.4312  -5.9025  0.462
H  -0.0817  0.3090  -4.3029  0.482
H  -1.2227  -2.0608  2.2291  0.500
H  -1.4877  -1.9691  0.6030  0.484
H  -1.2050  2.7518  3.9997  0.470
H  -1.1815  1.6486  2.9088  0.465
H  -2.5684  -1.1941  4.9076  0.493
H  -1.1272  -1.7227  5.4365  0.478
H  4.5098  1.9761  -2.0788  0.463
H  3.0345  1.9314  -1.8463  0.473
H  1.8085  -4.4070  0.5346  0.462
H  2.7076  -3.2603  0.1473  0.460
H  4.3081  -0.7627  0.5855  0.483
H  2.7946  -0.1509  0.3414  0.454
H  -0.4849  1.9395  -3.1638  0.483
H  -0.1609  1.2808  -1.8287  0.473
H  -0.6913  -3.5110  -0.1580  0.470
H  -0.3721  -3.0605  -1.5325  0.453
H  -3.4651  -4.6067  0.9249  0.444
H  -2.1930  -4.0715  1.5427  0.478
H  -1.9261  2.2060  -0.6482  0.464
H  -0.9967  1.8657  0.3640  0.443
H  2.8581  2.6675  1.2757  0.488
H  2.5416  1.4272  0.5353  0.422
H  -3.7122  2.0182  -3.4010  0.471
H  -2.5024  1.0903  -3.6400  0.470
H  0.7560  4.0300  0.7083  0.474
H  0.7976  2.5756  0.3683  0.460
O  -0.5025  0.2945  0.2995  -0.987
O  0.3536  0.7145  -5.0415  -0.953
O  -1.6732  -2.3759  1.4595  -0.974
O  -1.7667  2.1914  3.4243  -0.935
O  -1.7434  -1.7285  4.7099  -0.969
O  3.7237  2.0749  -2.5797  -0.938
O  1.7656  -3.4565  0.3531  -0.918
O  3.5652  -0.1466  0.8932  -0.936
O  0.0036  1.2059  -2.7537  -0.948
O  0.0754  -3.1262  -0.7143  -0.927
O  -3.1592  -3.8995  1.3958  -0.931
O  -1.8646  1.7322  0.2066  -0.911
O  3.1567  2.0516  0.6076  -0.912
O  -3.2061  1.3370  -2.9512  -0.940
O  1.3514  3.2652  0.7148  -0.932

## Properties
- HOMO-LUMO gap: 9.581 eV
- Charge: 0
- Highest occupied orbital energy: -0.3558 hartree
- 2S+1: 1

***

Computed energies relative to the best structure, in hartree: A 0.0000; B 0.1987

***

--- A ---
Computed, not measured: one molecule with the formula C4H6N2, with ωB97M-V/def2-TZVPD.

Last column: natural (NBO) charge in e.
Element x y z (Å)
C  1.1451  1.0926  0.7177  -0.623
C  0.1144  0.0819  0.3027  -0.141
C  -0.8460  0.3646  -0.6391  -0.064
N  -1.3971  -0.8141  -0.9967  -0.326
N  -0.8519  -1.8625  -0.3702  -0.262
C  0.0682  -1.3212  0.4225  -0.062
H  2.0742  0.6374  1.0736  0.219
H  1.3629  1.6229  -0.1999  0.216
H  0.8190  1.8126  1.4753  0.217
H  -1.1117  1.2988  -1.1184  0.214
H  -2.1028  -0.9672  -1.6968  0.405
H  0.7206  -1.9454  1.0217  0.206

## Properties
- HOMO-LUMO gap: 10.072 eV
- SMILES string: Cc1cn[nH]c1
- Charge: 0
- Highest occupied orbital energy: -0.3318 hartree
- 2S+1: 1

***

--- B ---
Computed, not measured: a 2-piece molecular cluster, C4H6N2 overall, with ωB97M-V/def2-TZVPD.

Last column: natural (NBO) charge in e.
Element x y z (Å)
C  -2.6693  -0.8486  0.0008  -0.690
C  -1.2076  -0.9161  0.0229  -0.002
C  -0.0046  -0.9821  0.0446  -0.280
N  3.0585  0.1103  -0.0200  -0.520
N  2.4492  1.1871  0.1128  -0.012
C  1.9177  2.1982  0.4308  -0.032
H  -3.0137  0.1179  -0.3812  0.233
H  -3.0856  -1.6323  -0.6402  0.237
H  -3.0800  -0.9807  1.0069  0.236
H  1.0678  -1.0308  0.0714  0.252
H  3.6171  0.1525  -0.8746  0.346
H  0.9506  2.6246  0.2260  0.231

## Properties
- HOMO-LUMO gap: 10.128 eV
- Charge: 0
- Highest occupied orbital energy: -0.3374 hartree
- 2S+1: 1

***

--- C ---
Computed, not measured: one molecule with the formula C4H6N2, with ωB97M-V/def2-TZVPD.

Last column: natural (NBO) charge in e.
Element x y z (Å)
C  1.4476  0.7620  1.3396  -0.428
N  0.6884  0.3351  0.1861  -0.457
C  -0.8301  -0.2489  -1.9563  -0.027
C  -1.9492  -0.4063  -1.3668  -0.063
N  -0.8035  -1.1788  -0.7906  -0.474
C  -0.1379  -0.6107  0.3249  0.251
H  2.5164  0.6729  1.1151  0.202
H  1.2480  1.8211  1.5355  0.202
H  1.2342  0.1865  2.2546  0.169
H  -0.1280  0.1132  -2.6848  0.244
H  -3.0100  -0.3261  -1.2046  0.235
H  -0.3378  -1.1299  1.2731  0.147

## Properties
- HOMO-LUMO gap: 9.719 eV
- SMILES string: C/N=C/N1C=C1
- Charge: 0
- Highest occupied orbital energy: -0.3148 hartree
- 2S+1: 1

***

Computed energies relative to the best structure, in hartree: A 0.0000; B 0.1624; C 0.1336